1.
53
Properties=species:S:1:pos:R:3:forces:R:3 method="wB97M-V/def2-TZVPD" orbital_gap_ev=9.883 e_lumo_ev=-2.50 charge=+1 homo_ev=-12.4 multiplicity=1 e_tot_ha=-1126.12652
Ag -1.11996 0.19979 0.15989 0.67 0.10 -0.09
C -0.41506 -2.99196 -1.17072 -0.20 -1.29 0.80
C 0.93536 -2.30321 -1.12839 -0.26 0.13 -0.73
C 1.91194 -3.10849 -1.97744 0.17 0.38 -0.16
O 3.15873 -2.44126 -2.07392 -0.31 0.28 0.32
C 4.07799 -3.18631 -2.81824 0.59 -0.50 -1.07
N 0.68295 -0.93036 -1.63499 1.09 -0.16 -0.20
H -0.44967 -3.91452 -0.57988 0.26 0.10 0.10
H -0.66856 -3.34739 -2.17221 0.03 0.46 -0.17
H -1.22571 -2.39206 -0.76096 0.10 0.24 -0.18
H 1.42397 -2.21819 -0.15415 -0.54 0.03 0.24
H 1.53911 -3.22371 -3.00289 -0.28 -0.21 0.05
H 2.01433 -4.09274 -1.50799 0.14 -0.12 -0.14
H 4.89034 -2.58206 -3.22663 0.00 0.39 0.70
H 3.65367 -3.58511 -3.75165 -0.43 -0.18 0.29
H 4.49777 -4.01909 -2.24712 -0.04 0.03 0.05
H 1.61706 -0.51729 -1.72542 -0.24 0.30 0.26
H 0.44762 -1.05572 -2.62254 -0.45 0.11 0.14
C -2.12205 3.96364 2.24144 -0.32 0.79 -0.77
C -3.05224 2.93946 1.65173 0.53 -0.56 1.01
O -2.42420 1.64458 1.82842 -0.47 -0.47 -0.36
H -1.97459 3.89703 3.31601 -0.09 -0.34 0.00
H -2.64538 4.90711 2.04472 0.46 0.22 0.12
H -1.15604 3.95974 1.73548 0.02 0.04 0.05
H -3.25886 3.10091 0.59379 -0.04 0.14 0.04
H -3.96335 2.97850 2.25471 -0.21 -0.20 -0.37
H -3.12461 0.97995 1.79627 0.01 0.11 0.19
C 2.31365 2.64680 1.43944 -0.09 0.43 -0.37
C 1.90812 1.18637 1.28432 0.82 0.33 1.38
O 0.62324 0.92439 1.87068 -0.18 -0.04 -0.80
H 1.59744 3.30014 0.93574 -0.06 -0.10 -0.06
H 3.28796 2.85036 0.99018 0.01 -0.22 -0.10
H 2.38869 3.01043 2.46544 -0.14 -0.40 0.15
H 2.60038 0.56082 1.85589 0.34 -0.01 -0.39
H 1.95666 0.88634 0.24085 -0.51 -0.08 -0.01
H 0.75317 0.81836 2.81568 -0.14 0.08 0.05
C -2.79202 -3.64302 2.01150 -0.62 0.53 1.46
C -2.38375 -2.22988 2.42634 -1.09 -0.42 -1.48
O -1.19883 -1.84089 1.71486 0.03 0.48 0.78
H -3.66806 -3.80433 2.65381 0.03 -0.57 -0.20
H -2.03115 -4.37618 2.27036 -0.01 -0.09 -0.20
H -3.14135 -3.71863 0.98625 0.36 0.06 -0.14
H -2.40293 -2.08205 3.50694 0.82 -0.14 0.02
H -3.20678 -1.59071 2.08308 0.27 0.24 -0.12
H -0.45259 -1.98737 2.30699 0.12 0.11 -0.22
C -0.08291 2.95575 -2.00583 1.26 -0.34 0.04
O -0.42419 2.11264 -1.17353 -0.50 0.43 -0.28
N 0.55749 2.59903 -3.16847 -0.68 -0.44 0.84
N -0.10508 4.28925 -1.78067 -0.47 0.19 0.31
H 0.78708 3.28334 -3.86033 -0.02 -0.11 -0.33
H 0.42069 1.62891 -3.39825 0.25 0.15 -0.38
H 0.10030 4.92498 -2.52651 -0.04 0.18 -0.04
H -0.65574 4.63393 -1.01209 0.09 -0.05 -0.01

2.
16
Properties=species:S:1:pos:R:3:forces:R:3 method="wB97M-V/def2-TZVPD" relative_energy_kcal_mol=95.9 orbital_gap_ev="8.085 / 8.545" e_lumo_ev="-0.26 / -0.17" homo_ev="-8.3 / -8.7" multiplicity=1 e_tot_ha=-464.98867
C 0.77115 1.30505 0.53852 -0.28 -0.36 0.02
C -0.32968 0.82509 -1.77535 -0.16 0.48 -4.43
C 0.02034 0.36211 -0.49605 1.98 -2.38 4.82
N -0.24818 -1.44821 1.84308 1.73 -2.00 1.06
Si -0.88147 -1.17497 0.28172 1.08 -0.44 -0.57
H 1.45424 0.73354 1.21831 -0.66 0.28 -0.75
H 1.41220 2.02199 -0.00450 -0.37 -0.17 0.22
H 0.08353 1.89062 1.25032 0.58 -0.80 -1.30
H -0.88896 -0.05898 -2.27600 0.55 1.98 0.18
H 0.65496 0.91356 -2.30438 -0.92 0.12 -0.12
H -0.78668 1.87657 -1.95238 0.23 -1.84 0.80
H 1.42150 -1.09066 -0.94321 -1.71 1.83 0.75
H 0.38205 -2.17207 2.26807 -0.94 1.13 -1.14
H 0.03068 -0.55521 2.16364 0.40 0.85 0.97
H -2.19964 -1.06056 0.81768 -1.61 0.87 -0.62
H -0.89603 -2.36788 -0.62947 0.10 0.45 0.11

3.
60
Properties=species:S:1:pos:R:3:forces:R:3 method="wB97M-V/def2-TZVPD" relative_energy_kcal_mol=4.7 orbital_gap_ev="5.593 / 5.588" e_lumo_ev="2.05 / 2.05" charge=-1 homo_ev="-3.5 / -3.5" multiplicity=1 e_tot_ha=-7143.00869
Ti 0.53881 0.10773 -0.05302 -0.41 -0.01 -0.11
O 1.72921 3.42949 -2.31812 0.03 0.01 0.03
C 1.63880 2.47159 -1.38972 0.13 0.00 0.33
O 0.92051 1.47364 -1.57229 -0.19 0.18 -0.76
C 2.33258 2.49898 -0.15298 -0.14 -0.22 0.11
C 3.20206 3.43282 0.34163 0.03 0.11 -0.09
C 3.82956 3.24242 1.58336 -0.10 -0.13 -0.06
C 3.55163 2.06017 2.25899 0.11 0.05 0.11
C 2.67287 1.12498 1.74967 -0.12 0.01 -0.11
N 1.98860 1.31802 0.53513 0.14 0.16 0.10
C 2.30879 -0.13660 2.25459 -0.06 -0.03 -0.08
O 2.74428 -0.69462 3.39954 0.07 0.06 0.01
O 1.51235 -0.80142 1.55444 -0.14 -0.31 0.09
H 1.12731 3.16780 -3.03222 0.04 0.00 0.04
H 3.40933 4.31847 -0.24651 -0.04 -0.02 -0.05
H 4.51783 3.97129 1.98242 0.00 0.01 0.01
H 4.05270 1.87309 3.20459 -0.04 -0.06 0.01
H 3.33315 -0.07718 3.84887 -0.02 0.00 -0.03
N -0.94564 -1.54378 0.65077 0.12 -0.08 0.18
C -1.01721 -1.77525 2.04867 0.02 0.14 -0.02
C -0.75910 -3.03575 2.56533 -0.01 0.01 0.04
C -0.76076 -3.24932 3.93509 0.01 -0.02 -0.02
C -1.01706 -2.19151 4.79228 0.00 -0.02 0.00
C -1.26939 -0.93201 4.26808 0.00 0.04 -0.03
C -1.28066 -0.69126 2.89541 0.01 -0.06 0.01
C -1.52695 0.68063 2.36440 -0.02 -0.10 0.08
C -2.43688 1.48692 3.06081 0.01 0.01 -0.02
C -2.66696 2.79720 2.68596 0.01 0.02 -0.03
C -1.98135 3.31707 1.59550 -0.02 0.00 0.03
C -1.10386 2.50934 0.89124 -0.01 -0.01 -0.04
C -0.85609 1.17241 1.23148 0.20 0.01 -0.13
H -0.72631 -2.38871 0.13419 0.08 0.00 0.06
H -1.79275 -1.13644 0.24321 0.04 0.07 0.00
H -0.54022 -3.84952 1.88365 0.00 0.00 -0.01
H -0.54997 -4.23743 4.32463 0.00 0.00 0.02
H -1.00287 -2.33935 5.86484 0.00 0.00 0.00
H -1.42836 -0.09726 4.93940 0.00 -0.01 0.02
H -2.98671 1.07136 3.89742 0.00 -0.01 0.00
H -3.38112 3.40297 3.23092 0.00 0.00 0.00
H -2.14419 4.34238 1.28323 -0.01 0.00 0.00
H -0.61447 2.93910 0.02216 0.01 -0.01 0.01
O 1.49511 -1.07840 -4.80578 -0.02 0.02 0.10
C 0.30713 -0.44740 -4.34112 0.00 -0.10 -0.03
C -0.76082 -1.42056 -3.82738 0.06 0.14 0.12
C -1.20995 -2.25672 -5.03188 -0.08 -0.07 -0.06
O -2.17583 -3.26556 -4.72684 0.03 0.03 0.06
C -0.23662 -2.38516 -2.73722 -0.20 -0.02 -0.11
Se 1.31568 -1.84990 -1.65736 0.13 0.16 0.16
C -1.96535 -0.59957 -3.34629 -0.01 -0.08 -0.21
Se -1.91820 0.33147 -1.60779 0.26 0.05 0.14
H 1.97343 -1.33260 -3.99848 0.00 -0.03 -0.03
H -0.10899 0.09617 -5.19582 0.01 0.01 0.01
H 0.52991 0.26989 -3.55090 0.00 0.03 0.02
H -0.33142 -2.70830 -5.50446 0.02 0.03 0.02
H -1.69475 -1.60235 -5.76131 0.02 -0.02 -0.01
H -1.84985 -3.74877 -3.95983 -0.02 -0.02 -0.04
H 0.07675 -3.32392 -3.20377 0.08 0.03 0.02
H -1.06428 -2.61773 -2.06167 0.02 0.00 0.00
H -2.83779 -1.25372 -3.33166 0.02 0.00 0.08
H -2.16564 0.16068 -4.10747 -0.01 0.02 0.05

4.
13
Properties=species:S:1:pos:R:3:forces:R:3 method="wB97M-V/def2-TZVPD" relative_energy_kcal_mol=114.3 orbital_gap_ev=10.212 e_lumo_ev=0.79 smiles=C#CC(C#C)CO homo_ev=-9.4 multiplicity=1 e_tot_ha=-307.28134
C -1.67717 -2.04582 -0.30045 0.14 0.35 -0.03
C -1.09156 -0.99988 -0.40701 0.52 -0.52 0.06
C -0.23540 0.18161 -0.51202 1.53 -0.03 0.82
C -0.78438 1.33122 0.18810 0.30 0.13 0.24
C -0.94670 2.26709 0.92328 -0.48 -0.11 -0.40
C 1.30498 0.10199 0.45380 -1.33 0.11 -0.82
O 2.35752 -0.79039 0.29014 -0.87 -0.35 -0.77
H -2.21158 -2.96458 -0.21510 0.02 0.14 -0.01
H -0.05735 0.45763 -1.55994 0.24 -0.31 0.25
H -1.28242 3.11347 1.45991 0.06 0.22 0.24
H 0.84792 -0.10831 1.43836 0.22 1.04 -0.32
H 1.76122 1.06292 0.19575 -0.70 0.11 0.72
H 2.01104 -1.60313 0.65130 0.35 -0.78 0.02

5.
64
Properties=species:S:1:pos:R:3:forces:R:3 method="wB97M-V/def2-TZVPD" relative_energy_kcal_mol=5.7 orbital_gap_ev="5.979 / 5.980" e_lumo_ev="-0.95 / -0.95" homo_ev="-6.9 / -6.9" multiplicity=1 e_tot_ha=-6903.57243
Mo 0.14168 -0.66699 -0.33800 -0.32 0.56 -0.01
O 0.18914 -0.42936 -2.35675 0.01 -0.20 0.31
C -0.56144 -1.12512 -3.19556 0.08 0.01 -0.12
C 0.01689 -1.55224 -4.40306 -0.02 0.01 0.03
C -0.72346 -2.24670 -5.32889 -0.07 -0.01 0.01
C -2.08151 -2.52051 -5.10773 0.07 0.02 0.01
C -2.66625 -2.08828 -3.94565 -0.01 0.01 0.02
C -1.92153 -1.41039 -2.96234 -0.04 -0.01 0.01
C -2.58791 -0.92684 -1.79195 0.03 0.02 0.07
N -1.96082 -0.55052 -0.73188 0.00 0.05 0.00
N -2.74767 0.05475 0.24244 0.02 -0.04 -0.12
C -1.97194 0.67325 1.06557 -0.06 -0.02 -0.14
O -0.66229 0.66790 0.90590 -0.07 0.05 0.33
C -2.52932 1.43272 2.20105 0.06 0.02 0.05
C -3.90818 1.51615 2.38661 0.03 0.00 -0.02
C -4.41728 2.22887 3.45683 -0.02 0.01 0.02
C -3.55858 2.86084 4.34854 -0.01 0.00 0.00
C -2.18681 2.77700 4.16775 0.01 -0.02 -0.02
C -1.67078 2.06364 3.09578 -0.02 0.00 0.01
H 1.06327 -1.33072 -4.56813 0.00 0.00 -0.01
H -0.25082 -2.58090 -6.24359 0.00 -0.01 -0.01
H -2.65881 -3.06017 -5.84442 0.00 -0.01 -0.02
H -3.71627 -2.27769 -3.75744 -0.01 0.00 0.00
H -3.67123 -0.83008 -1.78606 0.01 0.00 -0.02
H -4.56401 1.01719 1.68702 -0.01 0.00 0.00
H -5.48793 2.29163 3.59996 -0.01 0.00 0.00
H -3.96156 3.41609 5.18554 0.00 0.00 0.00
H -1.51534 3.26272 4.86335 0.00 0.00 0.00
H -0.60269 1.98507 2.95351 0.02 -0.01 -0.01
Se -0.20409 -2.99947 -0.57978 0.03 -0.59 -0.10
Te 0.68576 -4.64321 1.16497 0.05 0.07 0.04
Te 2.88795 -3.18899 1.59947 -0.18 -0.09 0.00
Se 1.55590 -1.07264 1.76182 0.20 0.07 -0.32
C 2.15264 2.26728 1.59384 0.01 -0.02 0.03
C 3.04646 1.71997 0.47226 -0.06 -0.08 0.04
C 4.07713 2.79645 0.12399 0.00 0.02 -0.01
P 2.02743 0.96830 -0.88478 0.30 0.26 -0.05
C 3.14729 0.15504 -2.13027 0.00 0.01 0.02
C 3.31107 -1.34050 -1.86432 0.02 0.00 0.03
C 4.53401 0.76672 -2.33197 0.00 -0.03 -0.06
C 1.24124 2.33931 -1.86558 0.00 -0.05 -0.05
C 0.38860 3.28471 -1.01738 0.04 0.01 0.03
C 2.17466 3.13966 -2.77529 -0.03 0.00 -0.06
H 2.72216 2.29442 2.52452 0.00 0.01 0.00
H 1.26479 1.66584 1.75953 -0.03 -0.04 0.01
H 1.83401 3.28470 1.36795 0.00 0.01 0.01
H 3.56300 0.84171 0.87239 0.03 0.02 -0.04
H 3.59095 3.72427 -0.17867 -0.02 0.00 -0.01
H 4.78421 2.50933 -0.64600 -0.02 0.04 0.06
H 4.64743 3.01982 1.02851 0.00 0.01 0.02
H 2.57105 0.27694 -3.05263 0.00 -0.03 0.01
H 3.86170 -1.51936 -0.93872 -0.03 -0.01 0.00
H 3.87977 -1.79217 -2.68077 0.02 0.00 0.00
H 2.36186 -1.86891 -1.79007 -0.01 0.01 0.01
H 5.16475 0.59587 -1.45773 -0.01 -0.01 -0.02
H 4.51928 1.83265 -2.54755 0.00 -0.04 -0.02
H 5.01088 0.26339 -3.17604 0.01 0.00 0.00
H 0.57277 1.76787 -2.51342 -0.02 0.03 0.02
H 1.01267 4.01753 -0.50373 0.00 0.01 0.00
H -0.20679 2.76412 -0.26855 -0.01 -0.02 0.00
H -0.28967 3.83645 -1.67071 0.00 0.01 0.00
H 2.93230 3.68851 -2.21820 0.00 0.00 0.01
H 1.57722 3.87263 -3.32286 0.01 0.01 -0.01
H 2.67403 2.51346 -3.51399 -0.01 0.01 0.02

6.
17
Properties=species:S:1:pos:R:3:forces:R:3 method="wB97M-V/def2-TZVPD" relative_energy_kcal_mol=33.2 orbital_gap_ev=10.574 e_lumo_ev=-3.75 charge=+1 smiles="C=CP(C)[NH2+]C" homo_ev=-14.3 multiplicity=1 e_tot_ha=-554.80081
C -2.82541 -0.55764 0.72386 0.09 -1.50 1.21
C -1.74832 -0.25771 0.01373 0.47 1.43 1.92
P -0.27529 0.47289 0.91679 -1.25 -0.73 -1.18
C -0.42177 2.20306 0.27940 2.84 1.23 0.85
N 0.85191 -0.36329 -0.39858 0.55 2.69 -4.09
C 1.74672 -1.45570 -0.06400 -0.77 -2.70 0.33
H -3.62197 -1.12758 0.19774 0.03 1.05 0.77
H -2.78015 -0.47469 1.86446 -0.44 -0.39 -1.78
H -1.84830 -0.12765 -1.03729 0.29 -0.37 -1.02
H 0.18136 2.89372 1.02293 -1.41 -1.28 -1.32
H -1.45012 2.53621 0.20015 -0.11 -0.13 0.06
H 0.11442 2.36210 -0.68284 -0.59 -0.17 0.35
H 0.25885 -0.62842 -1.21480 0.17 0.10 0.84
H 1.46924 0.36369 -0.87482 -0.94 -0.57 1.01
H 1.06535 -2.34625 0.04882 0.92 0.76 0.62
H 2.53058 -1.84148 -0.78135 -0.90 1.41 0.37
H 2.13297 -1.06845 0.84445 1.04 -0.81 1.07